No. 1
C17H31N3P2Pd as an isolated structure at a distorted geometry. Source: OMol25; level of theory: ωB97M-V/def2-TZVPD.

HOMO (spin up / spin down): -13.87 / -14.33 eV
2S+1: 5
expectation value of S²: 6.0665
Kohn-Sham gap (spin up / spin down): 7.10 / 5.14 eV
energy above the lowest of the compared OMol25 structures with the same formula, charge and spin: 12.9 kcal per mole
charge: +2

CARTESIAN COORDINATES (ANGSTROEM)
C -1.344 -2.966 -0.266
H 3.447 0.230 -1.254
N 1.540 -0.597 4.819
C -2.328 3.110 2.004
H -0.480 3.301 2.932
C 1.603 -0.681 3.538
H 3.161 1.774 -2.099
H -0.509 -2.309 -2.932
C -2.505 0.614 -0.086
H 0.107 -4.415 -2.295
N -0.209 0.571 6.113
H 0.812 2.418 -3.323
H -1.214 -0.971 -1.947
C 0.623 0.032 5.484
C -0.916 2.606 2.195
C -3.187 2.880 1.001
H -1.039 -0.503 1.078
H 1.692 -0.925 -3.147
N 1.764 -0.847 2.382
C -0.047 2.639 0.929
C -2.954 2.111 -0.255
C 2.964 -3.248 0.890
H 3.383 -4.279 0.967
H 0.938 3.045 1.209
H 3.801 -2.570 1.133
H -2.151 2.615 -0.803
H 0.270 0.041 -3.642
C 0.023 1.208 0.364
C 2.818 1.132 -1.277
H 0.150 3.070 -1.789
P 0.416 -2.388 -0.750
C -1.160 0.397 0.454
H 2.932 1.676 -0.341
C 0.242 2.168 -2.413
H -0.866 1.601 2.662
C 0.717 -0.517 -2.806
C 0.891 -3.791 -1.813
H -0.767 1.829 -2.717
H -1.292 -3.485 0.700
H -1.592 -3.679 -1.062
H -4.092 3.491 0.985
H -3.195 0.040 0.543
H 0.889 0.705 0.861
H 1.542 -3.425 -2.660
Pd 2.597 -2.666 -1.161
H 1.353 -4.381 -0.997
P 1.077 0.754 -1.511
H 2.111 -3.038 1.555
H -3.835 2.150 -0.929
H -0.458 3.311 0.151
C -0.287 -1.494 -2.230
H -2.142 -2.198 -0.228
H -2.633 3.746 2.846
H -2.663 0.111 -1.062

No. 2
C17H31N3P2Pt as an isolated structure at a distorted geometry. Source: OMol25; level of theory: ωB97M-V/def2-TZVPD.

HOMO (spin up / spin down): -6.54 / -7.56 eV
2S+1: 3
expectation value of S²: 2.0236
Kohn-Sham gap (spin up / spin down): 5.90 / 6.46 eV
energy above the lowest of the compared OMol25 structures with the same formula, charge and spin: 0.0 kcal per mole
charge: 0

CARTESIAN COORDINATES (ANGSTROEM)
C 0.693 2.143 -2.367
H -0.559 -0.110 -3.989
H -2.937 1.467 -1.559
P -1.619 0.375 1.199
C 3.008 -0.281 -1.262
P -0.623 0.937 -1.762
H 3.302 -2.198 -2.422
H 3.500 2.405 0.003
H -3.893 0.351 0.084
H -3.020 -3.379 3.447
N -0.293 -1.959 2.605
H -4.029 -2.053 4.112
C 1.230 -1.396 -2.451
H -1.377 1.494 -3.998
C 2.588 -1.704 -1.768
H 0.594 3.129 -1.897
N 1.907 -2.649 1.833
H -1.406 2.881 0.743
C 0.541 -0.435 -1.452
H -3.666 -1.149 1.050
H 1.714 1.765 -2.189
H 1.372 -0.905 -3.426
H 2.416 -2.350 -0.890
H -2.662 2.020 2.840
N 3.540 -4.491 2.194
H 0.608 -2.285 -2.597
H 3.113 0.340 -2.170
H 4.979 0.110 -0.262
C 1.632 -0.044 -0.454
H 1.666 -0.850 0.312
H -1.937 2.963 -1.628
C -3.178 -0.423 0.375
H -2.238 0.062 -3.343
C -1.894 1.252 2.966
C 0.746 -2.431 2.368
C -1.258 0.546 -3.445
H 1.290 1.012 1.351
H -2.469 -2.446 4.903
H -3.124 2.330 0.679
C -3.002 -2.402 3.945
H -0.920 1.642 3.280
C 1.739 1.218 0.372
C -2.042 1.974 -1.149
H 0.571 2.306 -3.447
C -2.096 2.107 0.363
H -0.136 -1.061 -0.845
H -2.244 0.591 3.799
C 3.294 1.423 0.477
Pt -2.086 -1.073 2.727
C 2.742 -3.656 2.057
C 3.903 0.281 -0.274
H 3.598 1.488 1.535
H 1.238 2.083 -0.068
H -2.816 -0.966 -0.507

No. 3
C17H31NO4PtS2Si as an isolated structure. Source: OMol25; level of theory: ωB97M-V/def2-TZVPD.

HOMO (spin up / spin down): -15.89 / -15.89 eV
Kohn-Sham gap (spin up / spin down): 6.43 / 6.43 eV
energy above the lowest of the compared OMol25 structures with the same formula, charge and spin: 0.0 kcal per mole
charge: +2

CARTESIAN COORDINATES (ANGSTROEM)
H -1.094 -1.484 -3.309
C -2.869 2.135 0.019
C -1.039 -2.002 -1.205
H 5.693 -1.739 -0.749
H -3.005 -2.809 -1.088
H -3.282 2.924 -1.928
H -2.727 -1.505 0.062
O -0.101 -0.459 1.689
H -4.498 0.722 -0.100
H 7.031 1.368 -3.418
Pt 1.274 0.025 -1.805
C -2.513 3.449 0.688
H -2.370 0.012 3.042
H -2.970 -1.137 -1.659
H 0.522 -2.326 3.400
C 0.116 1.110 3.519
O -0.433 -0.618 -0.914
S 2.789 -1.399 -1.084
H -1.250 -3.198 -2.955
H -1.906 -1.692 3.231
C -0.236 -0.322 3.157
H -1.470 3.714 0.501
H -3.138 4.248 0.290
O 2.685 0.727 -2.940
C 6.244 0.802 -2.941
C 4.193 -0.589 -1.748
H 0.051 1.248 4.597
Si -0.611 0.384 0.454
H 7.555 -0.506 -1.845
H 1.133 1.352 3.208
H 0.693 -1.297 4.825
C -2.626 2.180 -1.478
C 4.939 1.133 -3.199
H -1.799 -0.588 4.603
H -2.847 1.217 -1.940
H 0.689 -3.004 -0.363
H -1.597 2.467 -1.710
C -2.524 -1.840 -0.957
H -4.993 2.417 -0.052
C 0.750 -1.315 3.737
C -0.397 -2.997 -0.263
H -4.427 1.627 1.423
C 6.528 -0.245 -2.062
N 3.967 0.419 -2.600
C 5.502 -0.938 -1.450
H 1.769 -1.063 3.442
H 0.331 -2.466 -2.834
H 4.605 1.924 -3.854
H -2.675 3.390 1.764
C -0.734 -2.285 -2.661
H -0.759 -3.995 -0.512
H -0.581 1.814 3.054
S 0.998 1.660 -0.353
C -1.667 -0.669 3.524
H -0.647 -2.787 0.775
O -1.990 1.114 0.627
C -4.282 1.693 0.346

No. 4
An isolated ion of composition C17H32BClN4O5P and charge +1 at a distorted geometry. Source: OMol25; level of theory: ωB97M-V/def2-TZVPD.

HOMO: -12.31 eV
Kohn-Sham gap: 10.08 eV
structure (SMILES): COC[C@@]1(P(=O)(O)O)[C@H](c2ccncc2)C[C@@H](CN)[N@+]1(C[C@@H](C)Cl)B(O)N(C)C
charge: +1

CARTESIAN COORDINATES (ANGSTROEM)
H 0.637 2.670 2.121
P 0.322 1.934 -1.167
Cl 1.841 -3.848 1.992
H -1.653 1.505 0.775
C 0.896 -1.791 3.512
C -1.981 0.468 0.678
H 1.713 -0.710 -1.591
N -4.228 1.339 -3.792
H 0.471 -0.784 3.550
H 3.958 0.867 3.345
H -1.352 -3.186 0.550
C 1.630 -2.077 2.215
H -2.816 -1.623 1.463
N -1.194 -2.966 1.527
H 0.585 -2.311 0.349
C 3.515 0.775 0.762
H 1.600 -1.863 4.343
H 3.219 0.193 -0.108
H -1.093 2.961 -2.358
H -4.550 2.987 -2.600
C -3.179 1.637 -1.668
H 0.282 -1.765 -1.584
H -1.734 -1.187 -0.696
C -1.813 -1.701 1.899
H 1.844 0.642 -3.962
H -1.046 0.207 2.521
H -1.977 -1.728 2.979
O 0.255 -0.253 -2.963
O 0.083 2.953 -0.133
O -0.405 2.296 -2.523
H -1.595 -3.723 2.066
C 1.266 -0.285 -3.967
C -0.075 0.176 -0.651
N 0.270 -0.264 0.849
H 1.933 -1.140 -3.833
O 1.850 1.764 -1.595
C -2.502 0.437 -1.788
C -1.083 -0.351 1.593
B 1.125 0.835 1.644
H 2.008 -1.337 0.266
C 1.124 -1.531 0.864
H -2.239 -1.261 -3.076
H 3.692 1.811 0.461
O 0.343 1.760 2.256
C -1.614 -0.096 -0.684
C 0.627 -0.732 -1.708
C -4.016 2.045 -2.689
C 3.024 1.348 3.051
C -2.729 -0.305 -2.925
H -3.759 -0.394 -4.797
H 0.763 -0.385 -4.928
H 2.658 -1.743 2.333
H -3.028 0.434 0.971
H -3.071 2.268 -0.792
N 2.520 0.702 1.833
H 3.202 2.421 2.914
C -3.584 0.185 -3.895
H 2.203 2.618 -1.891
H 0.091 -2.503 3.697
H 4.464 0.366 1.121
H 2.304 1.241 3.863

Across the entries above, electronic energy takes the values -1640.2468; -1632.3035; -2226.8090; -2088.5057 a.u., respectively.